[1]
Here is a single C2H6N2OS molecule in a non-equilibrium geometry from OMol25. Energies are from ωB97M-V/def2-TZVPD.

SMILES string: CSNC(N)=O
HOMO (eV): -8.60
ΔE to the lowest compared entry with this formula, charge and spin (eV): 1.2057
Spin multiplicity: 1
Kohn-Sham gap (eV): 9.21
Calculated total energy (eV): -18033.600

```
12
Properties=species:S:1:pos:R:3:lowdin_charge:R:1
C -2.01532 0.67123 0.26644 -0.494
S -1.50393 -0.78128 -0.58705 0.805
N 0.16429 -1.08625 -0.14960 -0.293
C 1.00433 0.06162 -0.24736 -0.675
N 2.26070 -0.32535 0.03542 0.140
O 0.67125 1.14751 -0.71963 0.004
H -2.94044 1.21928 -0.29335 0.090
H -2.34066 0.45220 1.44141 0.087
H -1.20994 1.44687 0.15845 0.013
H 0.46739 -1.82709 0.55085 0.121
H 2.95405 0.28578 -0.43543 0.135
H 2.48829 -1.26451 -0.02014 0.067
```

---

[2]
Here is a molecular structure, C2H6N2OS in a non-equilibrium geometry from OMol25. Energies are from ωB97M-V/def2-TZVPD.

HOMO (alpha / beta) (eV): -8.51 / -8.52
ΔE to the lowest compared entry with this formula, charge and spin (eV): 6.4786
Spin multiplicity: 1
Kohn-Sham gap (alpha / beta) (eV): 8.33 / 8.33
Calculated total energy (eV): -18028.327

```
12
Properties=species:S:1:pos:R:3:lowdin_charge:R:1
C -0.13344 -1.23931 -0.41560 -0.238
C -0.35040 0.16361 -1.01229 -0.383
N -0.53062 1.86979 1.26155 -0.141
N 0.57913 -1.06456 0.83170 -0.111
O 1.61662 -0.19419 0.53852 -0.467
S 1.01183 1.15730 -0.28859 1.018
H -1.07174 -1.76173 -0.23219 0.126
H 0.49926 -1.83775 -1.07913 0.117
H -0.29365 0.18284 -2.09801 0.074
H -1.27020 0.63015 -0.65667 0.052
H -0.03529 2.67929 1.63689 -0.139
H -0.02150 -0.58543 1.51382 0.093
```

---

[3]
Here is a single C2H6N2S molecule in a non-equilibrium geometry from OMol25. Energies are from ωB97M-V/def2-TZVPD.

SMILES string: [H]/N=C/NSC
HOMO (eV): -8.87
ΔE to the lowest compared entry with this formula, charge and spin (eV): 1.9431
Spin multiplicity: 1
Kohn-Sham gap (eV): 9.68
Calculated total energy (eV): -15984.855

```
11
Properties=species:S:1:pos:R:3:lowdin_charge:R:1
H -3.56608 -0.29482 0.41848 0.087
N -2.73946 -0.14845 -0.26775 0.039
C -1.63850 -0.44837 0.19892 -0.457
N -0.37580 -0.14937 -0.41787 -0.415
S 1.04593 -1.16684 -0.16281 0.759
C 2.08480 0.42390 0.05310 -0.366
H -1.50135 -0.72889 1.32877 0.134
H -0.45976 0.25466 -1.48629 0.158
H 2.13477 0.94722 -0.85317 -0.001
H 1.88879 1.01874 0.98863 0.059
H 3.12666 0.29222 0.19999 0.003
```